(1)
The following is a quantum chemistry calculation of a 2-piece molecular cluster, Cl5HSSi2 overall at a distorted geometry, from the OMol25 dataset.

The value obtained for the strongest force on any atom is 3.788 eV Å⁻¹. The calculation puts the relative energy (zero: lowest compared OMol25 entry of this formula, charge and spin) at 54.84 kcal/mol. Its HOMO-LUMO gap is 8.36 eV. As for the total energy: -3278.942206 hartree. The value obtained for the HOMO energy is -9.96 eV. The spin multiplicity is 1.

Geometry (Å):
Si -1.577 -0.555 -0.950
Si -1.581 -2.584 0.347
S 0.419 0.370 -1.085
Cl -3.045 0.775 -1.039
Cl -1.707 -2.233 -3.337
Cl -0.120 -3.818 -0.063
Cl -3.416 -3.394 0.137
Cl -1.561 -2.006 2.369
H 1.012 -0.076 -2.152

List of Mulliken charges in e, atom by atom: number 1, Si, carries 0.545; number 2, Si, carries 0.694; number 3, S, carries -0.287; number 4, Cl, carries -0.117; number 5, Cl, carries -0.502; number 6, Cl, carries -0.115; number 7, Cl, carries -0.176; number 8, Cl, carries -0.238; number 9, H, carries 0.196

(2)
The following is a quantum chemistry calculation of a 2-piece molecular cluster, ClF2HSi overall at a distorted geometry, from the OMol25 dataset.

The value obtained for the strongest force on any atom is 1.963 eV Å⁻¹. The calculation puts the relative energy (zero: lowest compared OMol25 entry of this formula, charge and spin) at 93.53 kcal/mol. Its HOMO-LUMO gap (spin up / spin down) is 9.56 / 9.20 eV. As for the total energy: -950.036941 hartree. The value obtained for the HOMO energy (spin up / spin down) is -11.39 / -9.31 eV. The spin multiplicity is 1.

Geometry (Å):
F 0.922 1.088 -0.189
F 0.754 -0.356 1.771
Si -0.032 -0.042 0.422
Cl -1.855 0.633 0.763
H 0.211 -1.323 -2.767

List of Mulliken charges in e, atom by atom: number 1, F, carries -0.204; number 2, F, carries -0.212; number 3, Si, carries 0.547; number 4, Cl, carries -0.151; number 5, H, carries 0.019

(3)
The following is a quantum chemistry calculation of one molecule with the formula ClF2NS at a distorted geometry, from the OMol25 dataset.

The value obtained for the strongest force on any atom is 5.853 eV Å⁻¹. The calculation puts the relative energy (zero: lowest compared OMol25 entry of this formula, charge and spin) at 16.88 kcal/mol. Its HOMO-LUMO gap (spin up / spin down) is 8.82 / 8.82 eV. As for the total energy: -1112.726440 hartree. The value obtained for the HOMO energy (spin up / spin down) is -9.57 / -9.57 eV. The spin multiplicity is 1.

Geometry (Å):
N -0.886 -0.187 -0.383
F 1.523 -1.070 0.068
F 1.295 1.177 -0.415
S 0.573 0.089 0.613
Cl -2.506 -0.010 0.116

List of Mulliken charges in e, atom by atom: number 1, N, carries -0.217; number 2, F, carries -0.144; number 3, F, carries -0.201; number 4, S, carries 0.606; number 5, Cl, carries -0.044

(4)
The following is a quantum chemistry calculation of a 2-piece molecular cluster, ClFH2NP overall at a distorted geometry, from the OMol25 dataset.

The value obtained for the strongest force on any atom is 3.045 eV Å⁻¹. The calculation puts the relative energy (zero: lowest compared OMol25 entry of this formula, charge and spin) at 88.36 kcal/mol. Its HOMO-LUMO gap (spin up / spin down) is 10.24 / 7.42 eV. As for the total energy: -957.295467 hartree. The value obtained for the HOMO energy (spin up / spin down) is -10.94 / -8.08 eV. The spin multiplicity is 1.

Geometry (Å):
N -0.412 -1.748 0.304
F -0.189 2.284 0.266
P 0.996 1.245 0.383
Cl 1.646 1.325 -1.414
H -1.101 -1.739 1.070
H -0.940 -1.366 -0.610

List of Mulliken charges in e, atom by atom: number 1, N, carries -0.482; number 2, F, carries -0.195; number 3, P, carries 0.336; number 4, Cl, carries -0.109; number 5, H, carries 0.221; number 6, H, carries 0.228

(5)
The following is a quantum chemistry calculation of a 2-piece molecular cluster, ClFH2Si overall at a distorted geometry, from the OMol25 dataset.

The value obtained for the strongest force on any atom is 1.908 eV Å⁻¹. The calculation puts the relative energy (zero: lowest compared OMol25 entry of this formula, charge and spin) at 3.44 kcal/mol. Its HOMO-LUMO gap (spin up / spin down) is 7.74 / 8.85 eV. As for the total energy: -850.653530 hartree. The value obtained for the HOMO energy (spin up / spin down) is -7.52 / -11.91 eV. The spin multiplicity is 3.

Geometry (Å):
F -1.999 0.715 1.820
Si -0.641 0.745 0.867
Cl 2.590 -0.970 -1.596
H -1.464 0.386 -0.310
H 1.513 -0.876 -0.782

List of Mulliken charges in e, atom by atom: number 1, F, carries -0.217; number 2, Si, carries 0.208; number 3, Cl, carries -0.248; number 4, H, carries 0.042; number 5, H, carries 0.215

(6)
The following is a quantum chemistry calculation of a 2-piece molecular cluster, ClFH8Si5 overall at a distorted geometry, from the OMol25 dataset.

The value obtained for the strongest force on any atom is 3.098 eV Å⁻¹. The calculation puts the relative energy (zero: lowest compared OMol25 entry of this formula, charge and spin) at 69.73 kcal/mol. Its HOMO-LUMO gap is 6.79 eV. As for the total energy: -2012.229240 hartree. The value obtained for the HOMO energy is -9.20 eV. The spin multiplicity is 1.

Geometry (Å):
F -3.841 -0.938 0.520
Si 0.974 1.225 0.494
Si 1.037 -0.899 -0.507
Si -1.263 1.666 1.061
Si -1.020 -1.860 -0.778
Si -2.401 -0.247 0.158
Cl -1.007 1.401 -2.538
H 1.827 1.227 1.756
H 1.610 2.319 -0.251
H 2.212 -1.117 -1.196
H 1.437 -1.959 0.691
H -1.562 1.919 2.609
H -2.117 2.529 0.252
H -1.508 -2.599 -1.832
H -0.794 -2.912 0.334

List of Mulliken charges in e, atom by atom: number 1, F, carries -0.255; number 2, Si, carries 0.317; number 3, Si, carries 0.297; number 4, Si, carries 0.212; number 5, Si, carries 0.321; number 6, Si, carries 0.523; number 7, Cl, carries -0.613; number 8, H, carries -0.126; number 9, H, carries -0.072; number 10, H, carries -0.172; number 11, H, carries -0.090; number 12, H, carries -0.073; number 13, H, carries -0.032; number 14, H, carries -0.146; number 15, H, carries -0.092